{
  "formula": "C63H126ClF18N7O7P3",
  "method": "ωB97M-V/def2-TZVPD",
  "symbols": ["C", "C", "C", "H", "H", "C", "C", "F", "H", "H", "H", "C", "C", "H", "H", "C", "C", "H", "H", "H", "C", "H", "C", "H", "H", "C", "H", "C", "H", "C", "P", "H", "H", "H", "C", "H", "F", "H", "P", "O", "F", "H", "F", "H", "C", "H", "H", "H", "H", "C", "H", "H", "H", "H", "F", "H", "C", "H", "O", "F", "H", "H", "C", "F", "C", "H", "C", "H", "F", "H", "Cl", "C", "H", "C", "H", "H", "F", "C", "O", "H", "C", "H", "C", "H", "C", "H", "H", "N", "H", "H", "C", "H", "C", "C", "H", "C", "H", "C", "C", "C", "C", "H", "H", "H", "H", "H", "H", "F", "C", "N", "H", "H", "C", "H", "H", "H", "H", "C", "H", "C", "H", "C", "H", "N", "O", "P", "H", "C", "C", "H", "C", "H", "C", "H", "F", "N", "H", "C", "H", "H", "H", "H", "O", "C", "H", "N", "H", "H", "H", "H", "C", "H", "C", "H", "N", "H", "H", "H", "H", "C", "H", "H", "F", "C", "H", "H", "C", "C", "H", "H", "H", "H", "H", "H", "H", "F", "H", "C", "O", "C", "H", "H", "H", "F", "C", "H", "H", "C", "H", "N", "H", "H", "F", "F", "H", "H", "H", "H", "H", "H", "F", "C", "O", "H", "H", "H", "H", "C", "C", "H", "H", "H", "H", "H", "H", "H", "F", "H", "H", "H", "H", "C", "C", "C", "C"],
  "coordinates": [[-2.405, 2.962, -3.791], [-7.664, -0.667, 0.495], [-1.122, -7.428, -0.789], [-7.234, 1.477, 3.205], [0.127, -1.549, 4.661], [-4.076, 1.652, -7.012], [-0.164, -7.608, -4.165], [6.201, -2.182, 2.408], [-4.390, -3.323, 2.076], [-0.903, -8.269, -1.463], [0.489, -3.214, -0.660], [9.881, 1.168, 0.160], [3.163, 7.591, -1.514], [2.968, 2.352, -1.608], [-0.511, -8.564, -3.776], [-1.203, 2.003, -8.115], [-0.436, 8.100, -0.277], [9.444, 3.609, -0.874], [3.459, -0.710, -1.278], [2.116, -2.806, -0.313], [9.666, 3.085, 1.744], [2.745, 8.458, -2.018], [1.199, -2.230, 6.354], [3.032, 5.884, 1.399], [-0.587, -2.480, 1.535], [0.601, -1.273, 9.062], [8.057, -1.183, 3.123], [2.790, 1.804, -0.673], [-2.075, -0.120, 4.743], [6.296, 0.784, 3.168], [-3.922, -1.872, -3.203], [-1.366, 8.471, -0.774], [-0.341, -3.236, 5.243], [0.011, 1.529, 8.885], [-4.851, -2.565, 2.677], [8.407, -0.790, 1.474], [-1.987, -3.599, 3.252], [-0.261, 2.488, -7.860], [5.317, -2.325, 1.084], [-0.499, 2.023, -5.189], [4.007, -1.706, 1.988], [-3.276, -0.906, 5.867], [-1.276, -5.608, 2.411], [9.549, -0.346, 2.779], [8.992, 2.265, 0.699], [1.255, -3.000, 7.080], [-5.744, -3.042, 3.017], [10.642, 3.276, 1.310], [1.401, -0.230, 5.879], [-2.664, 3.049, -5.320], [0.285, 0.180, -6.744], [-4.278, 1.772, -4.894], [0.926, -1.951, 2.226], [5.949, 1.739, 3.671], [-5.049, -1.523, -4.291], [-1.166, 4.587, -5.581], [1.181, -2.409, -0.750], [-1.104, -4.416, -4.780], [-1.761, 0.185, 7.605], [-2.697, -6.722, 3.749], [-0.502, 7.205, -3.268], [2.215, 2.453, -0.010], [0.155, -1.681, 1.540], [5.591, -0.733, 0.722], [-1.714, 1.051, -6.890], [3.175, 6.620, -2.038], [8.536, 1.951, 3.574], [1.160, 9.157, -1.295], [-2.840, -2.186, -2.057], [-6.810, -0.422, -1.412], [2.223, 4.212, -2.673], [0.544, -1.184, 0.134], [-1.315, 5.786, 0.351], [-6.900, 0.714, 2.409], [-0.364, -6.760, -0.365], [-0.630, 4.875, -0.961], [4.921, -3.740, 1.516], [-1.340, -1.668, 6.323], [6.690, 2.091, 0.895], [-3.216, -5.851, -4.599], [-8.680, -1.596, -0.009], [-8.351, -2.201, -0.831], [-0.036, 6.876, -1.037], [-2.498, -1.870, 4.578], [-7.150, 0.305, -0.644], [-4.209, -8.068, -3.965], [-3.237, -0.128, -6.139], [-0.890, -0.553, 7.260], [10.425, 1.520, 2.743], [-1.217, -0.004, 0.059], [-3.382, -7.208, -2.117], [-1.699, -4.922, -0.195], [-4.270, -0.490, 1.158], [-0.109, -2.223, 5.529], [3.406, 0.472, -2.502], [-0.808, -0.101, -6.757], [-5.117, 1.375, -7.170], [-5.303, -1.191, 1.975], [1.560, -0.800, 6.783], [0.537, -0.378, 7.841], [-2.513, -5.383, -0.680], [-1.486, -1.523, -0.671], [0.952, 8.057, -2.793], [-2.896, -2.192, 7.801], [2.339, -0.927, -2.510], [7.869, 2.798, 3.758], [0.105, -0.769, -2.582], [-4.466, -3.413, -3.000], [8.504, 3.195, -0.395], [-6.474, -1.542, 0.956], [-9.579, -1.032, -0.208], [1.927, -2.607, 5.652], [-5.910, -0.248, 3.013], [-0.108, -0.956, 9.827], [-6.342, 1.026, -0.452], [-0.541, -5.703, -5.942], [-1.435, 3.401, -3.577], [-0.548, -5.302, -4.934], [0.683, -7.345, -3.487], [-0.386, -0.029, -1.909], [-2.800, 5.101, -5.374], [2.597, 7.247, -0.126], [8.789, 1.450, 4.533], [1.692, -0.186, 0.124], [-6.379, -2.620, 0.391], [-2.382, -5.191, 3.510], [-4.156, -2.327, 3.497], [7.729, 0.916, 2.644], [-2.328, -1.087, 5.283], [-8.744, 0.850, 1.470], [3.617, 6.549, 0.745], [0.444, -2.320, 8.828], [8.486, -0.398, 2.495], [-6.456, 1.265, 1.570], [-3.497, -5.099, 2.379], [1.371, 6.313, -0.282], [0.135, 1.958, -1.236], [-8.097, 0.054, 1.787], [8.000, 2.643, -1.162], [5.648, 0.449, 2.350], [-1.349, -3.278, 7.940], [0.790, 1.707, 7.313], [-0.586, -4.875, -2.438], [0.775, 9.103, -0.289], [-4.569, 0.554, 0.913], [-1.534, 2.026, -5.795], [-0.855, -0.816, -7.575], [-1.668, -7.834, 0.077], [1.476, -1.185, 9.635], [-1.877, 2.795, -8.344], [0.837, 1.118, 8.191], [6.223, -0.004, 3.914], [-2.082, -2.698, 7.303], [10.471, 0.696, 0.957], [-1.276, -5.961, -2.723], [4.370, 5.869, 0.297], [-2.657, -7.250, -5.509], [9.106, 3.999, 1.804], [-8.651, -0.619, 2.471], [9.855, 2.382, 3.005], [-3.093, -5.770, 0.146], [1.814, 1.212, 8.676], [-3.489, -4.676, 4.674], [-3.154, 0.530, -6.982], [10.365, 2.970, 3.783], [-5.002, 0.241, 3.457], [-0.722, -0.745, -0.588], [-1.021, 5.862, -0.750], [-1.366, 0.186, -2.323], [-2.638, -8.632, -3.590], [0.896, 6.269, -2.904], [-1.927, 5.938, -1.415], [-3.308, -0.536, 1.679], [0.515, -5.222, -4.719], [-0.257, -0.754, 1.939], [-2.839, -2.391, -4.303], [-3.253, -0.101, -7.846], [-4.014, 2.438, -5.705], [1.418, 5.394, 0.309], [1.929, 0.695, -1.088], [-3.639, -7.953, -1.355], [-0.690, 7.874, 0.771], [2.672, 9.348, 0.693], [-1.167, -5.223, 4.635], [-1.175, -6.450, -4.118], [-6.461, -0.849, 3.738], [-1.042, -0.687, -5.835], [1.949, 8.538, 0.522], [-3.785, 2.392, -7.795], [7.750, 1.683, 1.345], [4.180, 7.804, -1.281], [-7.909, 0.842, -1.127], [-3.344, -0.351, -3.205], [-5.043, -1.463, -2.056], [-2.440, 1.871, -3.444], [-2.566, -3.425, 6.643], [0.500, 10.148, 0.016], [1.590, 8.356, 1.509], [-4.217, -6.489, -1.964], [-3.163, 3.506, -3.237], [4.375, -2.375, -0.227], [0.581, 1.145, -1.737], [2.269, 0.171, 1.251], [3.754, 1.450, -0.217], [-4.791, 3.235, -5.849], [1.306, -2.195, -1.795], [9.360, 0.424, -0.450], [-3.272, -7.727, -3.553], [-2.635, -6.740, -4.552], [-8.775, -2.355, 0.736], [2.575, -0.540, 7.132], [-2.280, 4.590, -6.968], [0.870, 1.408, -2.774], [-1.000, 1.409, -9.023], [0.170, -7.820, -5.188], [-4.142, -1.051, 0.209], [6.580, -2.723, 0.203], [4.110, 7.174, 1.447], [-3.096, -4.652, -1.214], [10.580, 1.731, -0.519], [7.908, 4.031, -0.058], [-2.174, 4.407, -5.913], [0.374, 7.154, -2.593], [-2.165, -6.513, -1.547], [2.805, -0.162, -1.920]],
  "atomic_forces_ev_per_a": [[-0.2847, -0.7955, 0.0083], [1.2209, 1.7746, 0.8594], [-1.6659, 0.0288, -0.3378], [0.5335, -1.1152, -1.2404], [-0.7019, -0.7715, 0.5128], [-0.8027, 2.2540, -0.0163], [0.4426, -0.6410, 1.0934], [0.6195, 0.2535, 0.2830], [0.4311, 0.2770, -0.7519], [0.8167, 0.3396, 0.5640], [-0.8785, -0.5127, 0.1055], [1.0875, 0.2997, -0.7277], [0.1030, -1.2518, 0.6617], [0.1524, 0.1291, 0.5481], [-0.4015, 0.0761, 0.0258], [0.2258, -1.1248, 0.2973], [1.2160, 2.0831, 0.1834], [-1.0510, -0.3306, 0.5577], [0.7437, -0.3071, 0.4372], [-0.2892, 0.6172, -0.2244], [0.8955, 1.0696, -0.6330], [-0.0623, -0.4642, -0.0645], [0.7238, 0.2156, -1.6071], [0.5124, 0.1698, 0.0591], [-0.0346, 0.1864, -0.3481], [-1.7471, -0.1704, 0.3989], [-0.1692, 0.4205, -0.0511], [0.8433, 1.0864, 0.5107], [0.2475, -1.2135, 0.8465], [-0.3029, 0.6695, -0.0108], [-1.2830, -1.4619, 0.9823], [0.7925, -0.0294, 0.3385], [-0.2016, -0.1650, -0.5230], [1.4750, -0.5956, -0.8340], [-0.2796, 1.8893, -0.8619], [0.0244, 0.0175, 0.2413], [-0.3238, -0.0572, -0.0550], [0.1281, -0.2178, 0.2638], [-0.9622, 2.9244, 0.5122], [-1.3981, 0.1201, -1.1929], [0.3507, -0.5223, -0.6108], [0.6280, -0.0334, -0.9719], [0.0698, 0.2142, -0.5861], [-0.3711, 0.2542, -0.2450], [-1.1749, -0.4000, -0.8268], [-0.3436, -0.4227, 1.2076], [-0.6166, -0.1759, 0.7959], [0.1855, 0.5490, -0.1471], [0.0526, 0.6397, -0.2418], [1.6006, -0.8318, -0.1629], [-1.1319, -0.1331, 0.2476], [-0.3989, -0.0443, 0.2765], [0.9811, -0.3596, -0.0156], [0.2831, -0.9770, -0.9055], [0.9302, -0.1406, -0.3082], [0.4943, 0.0126, -0.0184], [0.3374, 0.3603, 1.6560], [-0.3560, 1.0711, -0.2583], [1.2763, -0.2576, 0.0268], [-0.4387, 0.0563, 0.4967], [-0.0742, 0.0233, 0.8267], [0.4295, 0.2335, 0.1863], [0.1115, 1.5714, -0.4227], [0.4713, 0.0976, -0.2755], [0.3862, 1.0447, -2.4760], [-0.0997, 0.6924, -0.6022], [-0.2143, -1.1154, 0.4863], [-0.3732, 0.5314, -0.3131], [0.3755, -0.1013, 0.6557], [0.1893, 0.7368, 0.2641], [-0.3604, 0.4150, -0.0694], [1.7860, -3.6491, -0.5931], [0.1906, 0.5231, -1.4795], [-0.0666, 2.0018, 1.0585], [0.4088, -0.6574, -0.5410], [0.1869, -0.4198, -0.3283], [-0.4073, -2.1151, -0.1332], [0.8050, -0.4812, -0.8032], [2.3125, -1.3575, 1.2774], [-0.3244, 1.0336, -0.1661], [-0.1436, -0.7307, -0.2469], [0.0320, 0.3365, -0.9719], [1.7378, 0.9924, -1.4758], [-0.0178, -0.5556, -0.5180], [1.6223, -2.2743, 0.0091], [-0.5163, 0.1094, 0.2228], [-0.6261, -0.3410, 0.7163], [-0.9688, 0.7973, 0.1489], [0.7982, -0.7229, 0.5328], [0.0840, 0.1281, 0.0284], [-1.0425, 0.3703, 0.3752], [1.1748, 0.5440, 0.3506], [0.4524, -0.1114, -1.5836], [0.5473, 0.9762, 1.5141], [0.7220, 0.7357, -1.1119], [2.6756, -1.1940, 1.2096], [0.0433, -0.1066, -0.1271], [-0.9259, -1.5081, 1.0058], [-1.0465, -1.1027, -0.1771], [1.3698, 1.3878, 0.2314], [-1.0807, 0.5227, 0.4389], [0.8431, -0.2666, -0.1391], [-0.1720, -0.3547, 0.3799], [0.1643, 0.1891, 0.6003], [-0.3462, 0.1132, -0.5809], [0.1396, -0.0075, 0.1029], [-0.5444, 0.4769, 0.2103], [0.2209, 0.4185, -0.8095], [1.9150, 0.2223, -0.9743], [1.1955, -2.9950, -2.2495], [-0.3624, -0.1990, -0.0547], [0.5302, 0.1491, -0.4063], [0.5053, -0.3287, 0.1055], [-0.6251, -0.0712, -0.2580], [-0.2116, -0.5600, 0.3631], [-0.4797, 0.4263, -0.4103], [0.0575, -0.0634, 0.2450], [0.5310, -2.0328, -0.1204], [-0.2892, -0.0897, -0.8770], [0.0031, -1.4960, 0.2994], [-0.2228, 0.6308, -0.0220], [-0.2134, 2.1763, -0.7560], [-0.8202, 0.0340, -0.4563], [-0.2813, 3.1382, 6.5256], [-0.0402, 2.7936, 1.8476], [1.4305, 0.1585, 1.6193], [-0.5946, -0.0227, -0.3158], [0.6082, 0.8312, 1.3609], [-1.2898, 1.4031, 1.8304], [-0.7190, 0.2190, -0.1015], [-0.8290, -1.7657, 0.7340], [-0.0404, -0.0043, 0.0904], [0.4945, -0.8040, -0.2712], [0.1739, 0.3191, 0.6003], [-0.5563, 0.0550, -0.3808], [0.1647, 8.3717, -4.1740], [-0.2810, 1.1198, 0.6410], [0.0015, -0.4528, -0.0994], [-0.4563, -0.1739, -0.4682], [-0.0705, 0.3685, 0.3913], [-1.0056, 0.9218, -0.4723], [0.1829, 0.6319, -0.9960], [-3.7404, -6.1960, -1.4337], [-0.7084, 0.1987, 0.1186], [0.4100, -0.6744, 0.2462], [0.8106, -0.6438, 1.5776], [-0.5711, 0.2748, -0.2600], [0.0723, 0.0995, -0.3110], [1.8135, 0.2484, 0.0149], [-0.6844, 0.3573, -0.2286], [-2.5939, -0.6588, 1.8459], [0.3967, -0.0088, 0.0063], [1.3976, -0.3841, -1.2904], [-0.2383, -0.0237, -0.5008], [2.9421, 6.1608, 2.4897], [-0.6275, 0.6727, -0.4349], [0.3299, 0.2494, -0.3195], [-0.0717, 0.6808, 0.4201], [0.2866, 0.2532, -0.3468], [-0.4117, 0.0782, 1.2577], [-0.4060, -0.2363, 0.1036], [-0.3116, -0.2136, -0.1405], [1.1224, -0.5208, -1.0808], [1.4829, 0.0058, -0.2387], [0.1260, -0.1573, -0.4942], [-1.0754, -0.2439, 0.0241], [0.4360, 2.1778, 0.0022], [-2.0511, -2.8137, 0.3320], [0.2351, 0.5359, -0.4346], [-0.2579, 0.2305, 0.2716], [0.6225, -0.3452, -0.2764], [0.8228, 0.2985, 0.8468], [-0.2184, 0.1869, 0.0637], [-0.0636, 0.4236, 0.3893], [-0.5565, -0.1721, 0.6363], [-0.5928, 0.6854, -0.1064], [0.2595, -0.2281, -0.5726], [-0.7927, 0.9395, -0.4718], [-1.4460, -8.1905, 3.9225], [-0.4792, -0.7397, 0.5325], [0.1326, -0.4416, -0.4931], [-0.0027, -0.0662, -0.3294], [0.3108, -0.5387, -0.5126], [-1.0613, 0.1376, -0.1029], [0.2401, 0.8196, -0.8182], [0.3625, 0.0818, 0.3673], [0.2359, 0.4664, -0.5169], [-0.0900, 0.3395, -0.1690], [-0.4683, -0.8033, 0.0979], [-3.2435, 1.3497, -0.7478], [0.9756, 0.4042, -0.1050], [-1.6784, 0.6411, -0.1099], [-0.2825, 0.0929, -0.7086], [0.6888, 0.4141, 0.1438], [0.0189, 1.5601, -0.5099], [0.2379, -0.0227, -0.1001], [0.2434, -1.1104, -0.0437], [-0.2519, -0.6598, 1.0315], [0.3926, -0.2313, -0.7358], [-0.2498, 0.1154, -0.1247], [-0.3713, -0.3053, -0.1584], [0.5984, -2.2233, -1.2785], [-3.2914, -2.7450, -6.2381], [-0.9559, 0.3894, -0.3597], [0.8049, -0.4176, 0.7598], [-0.0360, 0.1232, -0.0694], [0.0369, 0.1000, 0.2169], [0.8603, -0.5691, -0.0412], [0.3631, -1.6042, 1.3236], [-0.9980, -0.3702, 0.8110], [-0.4645, -0.6554, 0.0529], [-0.1600, -0.3074, -0.3848], [0.0036, 0.5551, 0.7227], [-0.3974, 0.0080, 0.5531], [-0.0436, 0.4859, 0.2522], [0.1622, 0.4487, 0.3301], [0.1124, -0.3791, 0.1505], [0.4797, 1.1163, 0.1777], [-0.2771, 0.4097, -0.1628], [-0.4578, -0.7985, 0.6231], [-0.1788, 0.0106, 0.1805], [-1.0138, -0.6882, 1.2243], [-1.2861, -0.6563, 1.1739], [2.1257, -0.5423, -0.7540], [0.1175, -1.5165, -0.6749]],
  "total_energy_ev": -181417.9677,
  "charge": 3,
  "homo_ev": -13.079
}